(1)
Computed, not measured: one molecule with the formula C5H6ClN, with ωB97M-V with the def2-TZVPD basis set.

CARTESIAN COORDINATES (ANGSTROEM)
1 Cl 2.68 -0.31 -0.30
2 N -1.25 -1.19 0.39
3 C -0.62 1.17 -0.43
4 C 0.10 -1.08 -0.23
5 C 1.06 -0.14 0.48
6 C 0.50 1.22 0.31
7 C -1.04 -0.25 -0.72
8 H -1.25 -0.68 1.28
9 H -1.61 -0.51 -1.60
10 H -1.20 2.02 -0.65
11 H 1.22 -0.39 1.53
12 H 0.46 -2.02 -0.72
13 H 0.94 2.16 0.65

Its SMILES is Cl[C@H]1C=C[C@@H]2N[C@@H]21. As for the total energy: -19293.2237 eV. The charge is 0. The calculation puts the frontier orbital gap at 10.437 eV. For the relative energy (zero: lowest compared OMol25 entry of this formula, charge and spin), the calculation gives 134.6 kJ/mol.


(2)
Computed, not measured: one molecule with the formula C5H6ClN3O, with ωB97M-V with the def2-TZVPD basis set.

CARTESIAN COORDINATES (ANGSTROEM)
1 Cl -0.93 -0.40 3.33
2 O -3.83 -0.49 -1.24
3 N -2.66 -0.44 -1.11
4 N 0.69 0.18 -0.08
5 N 0.42 0.05 1.25
6 C 0.37 -0.33 -2.40
7 C -0.22 -0.05 -1.00
8 C -0.76 -0.22 1.65
9 C 1.52 0.61 1.95
10 C -1.59 -0.13 -0.72
11 H 1.55 0.38 3.10
12 H 1.24 0.39 -2.59
13 H -0.49 -0.14 -3.10
14 H 0.60 -1.40 -2.28
15 H 2.48 0.32 1.44
16 H 1.60 1.68 1.81

As for the total energy: -24315.8272 eV. The charge is 0. The calculation puts the frontier orbital gap at 7.820 eV. For the relative energy (zero: lowest compared OMol25 entry of this formula, charge and spin), the calculation gives 532.4 kJ/mol.


(3)
Computed, not measured: C5H6ClNO as an isolated structure, with ωB97M-V with the def2-TZVPD basis set.

CARTESIAN COORDINATES (ANGSTROEM)
1 Cl 0.53 2.54 1.35
2 O 1.73 1.89 -2.05
3 N 0.64 -0.20 -1.78
4 C -0.99 -0.35 1.72
5 C -0.06 -0.85 -0.69
6 C 1.06 1.04 -1.57
7 C -0.18 -0.02 0.54
8 C 0.28 1.20 0.27
9 H -0.73 -1.23 2.32
10 H -0.84 0.50 2.36
11 H -1.96 -0.60 1.39
12 H -1.01 -1.45 -0.93
13 H 0.94 -0.82 -2.54
14 H 0.59 -1.66 -0.40

As for the total energy: -21340.3550 eV. The charge is 0. The calculation puts the frontier orbital gap at 9.639 eV. For the relative energy (zero: lowest compared OMol25 entry of this formula, charge and spin), the calculation gives 205.3 kJ/mol.


(4)
Computed, not measured: a 2-piece molecular cluster, C5H6ClNOPS overall, with ωB97M-V with the def2-TZVPD basis set.

CARTESIAN COORDINATES (ANGSTROEM)
1 Cl 2.88 -0.76 1.52
2 S 3.11 1.54 -0.95
3 P 2.27 -0.03 -0.21
4 O 1.38 -2.56 -1.60
5 N 0.48 0.23 0.12
6 C -2.21 0.55 0.51
7 C -0.29 -0.85 0.25
8 C -1.39 1.66 0.34
9 C -0.04 1.47 0.14
10 C -1.65 -0.72 0.47
11 H -2.26 -1.60 0.58
12 H -1.78 2.67 0.36
13 H 0.19 -1.81 0.14
14 H -3.28 0.68 0.66
15 H 0.64 2.30 0.00
16 H 1.96 -2.77 -2.33

As for the total energy: -41456.5618 eV. The charge is +1. The calculation puts the frontier orbital gap (spin up / spin down) at 5.817 / 5.821 eV. For the relative energy (zero: lowest compared OMol25 entry of this formula, charge and spin), the calculation gives 443.8 kJ/mol.


(5)
Computed, not measured: a 2-piece molecular cluster, C5H6ClO2S overall, with ωB97M-V with the def2-TZVPD basis set.

CARTESIAN COORDINATES (ANGSTROEM)
1 Cl -2.61 1.42 -1.01
2 S 1.46 -1.01 -1.24
3 O 0.76 -1.25 -2.48
4 O 1.58 -2.23 -0.40
5 C 1.99 1.13 1.14
6 C 0.55 0.93 0.67
7 C -1.88 0.00 -0.50
8 C 0.18 0.05 -0.18
9 C -2.64 -1.04 -0.21
10 H -2.29 -2.08 -0.03
11 H 2.56 0.84 0.26
12 H -0.24 1.63 1.00
13 H 2.19 0.52 2.04
14 H 2.03 2.16 1.47
15 H -3.64 -1.06 -0.51

As for the total energy: -32732.0538 eV. The charge is -1. The calculation puts the frontier orbital gap at 6.869 eV. For the relative energy (zero: lowest compared OMol25 entry of this formula, charge and spin), the calculation gives 478.7 kJ/mol.


(6)
Computed, not measured: C5H6CoO3 as an isolated structure, with ωB97M-V with the def2-TZVPD basis set.

CARTESIAN COORDINATES (ANGSTROEM)
1 Co 1.79 2.19 1.94
2 O 1.44 0.69 1.16
3 O 0.65 3.44 1.23
4 O -0.93 4.23 -0.17
5 C -0.79 -1.57 -0.66
6 C -0.24 3.42 0.35
7 C 0.50 -0.77 -0.52
8 C 0.65 0.27 0.27
9 C -0.59 -3.01 -0.34
10 H 1.39 -1.11 -1.05
11 H -0.57 -3.35 0.69
12 H -1.55 -1.13 0.01
13 H -0.40 -3.74 -1.14
14 H -1.16 -1.45 -1.69
15 H -0.20 1.91 -0.10

As for the total energy: -49024.1817 eV. The charge is +2. The calculation puts the frontier orbital gap (spin up / spin down) at 5.134 / 7.014 eV. As for the spin multiplicity: 6. For the relative energy (zero: lowest compared OMol25 entry of this formula, charge and spin), the calculation gives 33.7 kJ/mol.